Record 1
C18H33BrN3O3 | wB97M-V/def2-TZVPD

Last column: natural (NBO) charge in e.
Atoms and positions in Å:
C -1.03 1.16 4.21  -0.28
O -2.22 0.72 3.53  -0.55
C -2.22 1.02 2.13  -0.10
C -2.70 -0.26 1.38  -0.07
C -3.31 -0.16 -0.06  -0.07
N -2.52 0.56 -1.06  -0.81
C -3.55 -1.76 -0.31  -0.27
Br -2.75 -2.50 -1.97  0.01
C -2.71 -2.54 0.82  -0.26
N -1.77 -1.43 1.23  -0.41
C -0.73 -1.72 2.26  -0.23
C 0.21 -2.87 1.65  -0.42
C 1.63 -2.87 2.30  -0.42
C 2.64 -1.83 1.67  -0.21
N 1.99 -0.62 1.13  -0.36
C 2.07 0.50 1.93  -0.07
C 1.43 1.63 1.27  -0.32
C 0.98 1.03 0.00  -0.31
C 1.33 -0.38 -0.08  -0.15
H -0.14 1.32 3.55  0.19
H -1.29 2.03 4.86  0.20
H -0.75 0.32 4.92  0.19
H -1.25 1.39 1.72  0.22
H -2.99 1.83 1.95  0.22
H -3.54 -0.71 1.97  0.23
H -4.34 0.26 -0.18  0.24
H -1.53 0.34 -1.01  0.36
H -2.89 0.39 -2.00  0.39
H -4.60 -2.14 -0.24  0.25
H -3.33 -2.86 1.70  0.24
H -2.20 -3.46 0.43  0.26
H -1.26 -1.24 0.35  0.45
H -0.16 -0.77 2.44  0.25
H -1.21 -2.03 3.22  0.24
H -0.30 -3.84 1.91  0.23
H 0.23 -2.80 0.54  0.21
H 2.07 -3.89 2.12  0.24
H 1.62 -2.77 3.42  0.22
H 3.31 -2.31 0.91  0.22
H 3.31 -1.48 2.50  0.23
H 2.53 0.55 2.93  0.23
H 1.36 2.67 1.66  0.25
H 0.44 1.62 -0.78  0.26
H 1.16 -1.13 -0.87  0.24
O -0.32 2.46 -2.88  -0.60
C 0.68 2.19 -3.50  0.81
O 1.88 2.61 -3.05  -0.50
C 3.14 2.20 -3.60  -0.07
C 3.51 3.04 -4.80  -0.64
C 0.61 1.46 -4.82  -0.74
H 3.13 1.13 -3.82  0.17
H 3.87 2.35 -2.81  0.20
H 2.78 2.93 -5.61  0.21
H 4.49 2.76 -5.18  0.23
H 3.52 4.10 -4.53  0.23
H 0.36 2.18 -5.60  0.26
H -0.19 0.71 -4.75  0.24
H 1.51 0.92 -5.08  0.22

Calculated values
- Total energy: -3669.35749 hartree
- Total charge: +1
- Lowest unoccupied orbital energy: -2.100 eV



Record 2
C18H33BrN6 | wB97M-V/def2-TZVPD

Last column: natural (NBO) charge in e.
Atoms and positions in Å:
C -1.08 3.08 1.27  -0.65
C -0.23 2.02 0.58  -0.21
N -0.33 0.74 1.32  -0.29
C -0.49 -0.52 0.78  -0.03
C -0.76 -1.37 1.80  -0.07
N -0.65 -0.64 2.98  -0.29
C -0.33 0.60 2.64  0.24
C -0.58 -1.22 4.31  -0.41
H -1.24 3.90 0.56  0.25
H -0.63 3.55 2.14  0.22
H -2.12 2.80 1.45  0.23
H 0.82 2.29 0.59  0.23
H -0.63 1.91 -0.42  0.25
H -0.36 -0.83 -0.25  0.30
H -0.85 -2.44 1.82  0.25
H -0.23 1.39 3.37  0.24
H 0.23 -1.94 4.33  0.22
H -1.56 -1.61 4.60  0.25
H -0.41 -0.42 5.04  0.23
C -3.16 -0.18 -2.02  -0.65
C -2.19 0.51 -3.02  -0.23
N -2.79 0.40 -4.38  -0.28
C -2.11 -0.02 -5.51  -0.03
C -3.01 -0.03 -6.51  -0.05
N -4.21 0.50 -6.05  -0.28
C -3.98 0.82 -4.76  0.25
C -5.42 0.83 -6.78  -0.41
H -3.41 0.54 -1.24  0.22
H -2.60 -0.93 -1.46  0.23
H -4.00 -0.75 -2.42  0.24
H -1.18 0.11 -3.05  0.28
H -2.17 1.56 -2.75  0.21
H -1.07 -0.31 -5.53  0.27
H -2.91 -0.25 -7.56  0.25
H -4.62 1.33 -4.05  0.24
H -5.96 1.59 -6.23  0.24
H -5.99 -0.09 -6.91  0.24
H -5.11 1.19 -7.76  0.24
C 4.26 0.97 0.70  -0.63
C 3.11 0.13 1.25  -0.24
N 3.46 -0.61 2.45  -0.28
C 3.33 -0.14 3.75  -0.06
C 3.70 -1.13 4.58  -0.04
N 4.21 -2.15 3.80  -0.29
C 3.93 -1.86 2.53  0.27
C 4.89 -3.39 4.22  -0.42
H 5.18 0.42 0.47  0.23
H 4.63 1.69 1.44  0.21
H 3.92 1.35 -0.26  0.28
H 2.77 -0.50 0.43  0.28
H 2.25 0.74 1.48  0.20
H 3.00 0.86 3.94  0.25
H 3.78 -1.18 5.66  0.26
H 4.04 -2.50 1.67  0.26
H 5.06 -3.27 5.29  0.24
H 5.90 -3.45 3.82  0.25
H 4.30 -4.26 3.98  0.24
Br 1.58 0.12 -2.14  -0.94

Calculated values
- Energy above the lowest of the compared OMol25 structures with the same formula, charge and spin: 33.73 kcal per mole
- Total energy: -3607.70020 hartree
- Total charge: +2
- Lowest unoccupied orbital energy: -4.757 eV



Record 3
C18H33Cl10N3O | wB97M-V/def2-TZVPD

Last column: natural (NBO) charge in e.
Atoms and positions in Å:
C 2.51 0.61 2.70  -0.65
C 2.35 1.17 1.17  -0.42
C 1.55 2.60 1.03  -0.43
C 0.19 2.72 1.96  -0.09
O -0.93 2.20 1.15  -0.55
C -2.19 2.16 1.91  0.04
C -3.18 3.38 1.35  0.22
N -3.79 4.41 0.82  -0.32
C -2.88 0.68 1.54  -0.10
N -3.17 0.53 0.04  -0.83
C -1.69 -0.44 1.87  0.25
N -0.84 -1.43 2.08  -0.33
H 2.74 1.50 3.43  0.21
H 3.35 -0.23 2.77  0.23
H 1.49 0.08 3.03  0.23
H 3.46 1.38 0.78  0.21
H 1.85 0.42 0.41  0.22
H 1.17 2.66 -0.10  0.23
H 2.25 3.55 1.16  0.22
H 0.29 2.26 3.03  0.20
H -0.02 3.88 2.10  0.18
H -2.06 2.31 3.06  0.24
H -3.81 0.44 2.22  0.26
H -3.92 1.21 -0.26  0.38
H -2.28 0.70 -0.51  0.40
Cl -2.38 -2.17 -1.67  -0.05
C -1.84 -1.60 -3.28  -0.40
C -0.37 -1.20 -3.28  -0.39
Cl -0.07 0.28 -2.34  -0.07
H -2.48 -0.77 -3.58  0.23
H -2.00 -2.43 -3.97  0.22
H -0.05 -1.00 -4.31  0.23
H 0.26 -2.00 -2.88  0.23
Cl 2.05 -2.41 4.72  -0.05
C 3.03 -3.65 3.89  -0.39
C 4.33 -3.93 4.62  -0.39
Cl 5.46 -2.56 4.53  -0.07
H 3.20 -3.31 2.87  0.23
H 2.42 -4.56 3.85  0.23
H 4.84 -4.79 4.16  0.22
H 4.16 -4.17 5.68  0.22
Cl -1.83 -2.38 -7.96  -0.06
C -3.39 -1.61 -7.60  -0.39
C -3.26 -0.10 -7.43  -0.40
Cl -2.38 0.33 -5.95  -0.06
H -3.81 -2.08 -6.71  0.22
H -4.05 -1.83 -8.45  0.23
H -4.25 0.35 -7.36  0.24
H -2.74 0.36 -8.28  0.22
Cl 8.01 0.90 6.52  -0.06
C 7.86 -0.87 6.57  -0.39
C 8.26 -1.44 7.93  -0.39
Cl 10.00 -1.28 8.24  -0.06
H 8.47 -1.29 5.77  0.22
H 6.81 -1.11 6.36  0.23
H 8.02 -2.51 7.96  0.22
H 7.72 -0.94 8.74  0.22
Cl -6.76 1.03 -7.56  -0.07
C -7.22 1.90 -6.07  -0.39
C -6.03 2.54 -5.39  -0.39
Cl -4.92 1.34 -4.69  -0.05
H -7.73 1.19 -5.41  0.23
H -7.94 2.67 -6.36  0.23
H -6.37 3.18 -4.56  0.23
H -5.45 3.17 -6.08  0.22

Calculated values
- Total energy: -5546.84640 hartree
- Lowest unoccupied orbital energy: 0.512 eV



Record 4
C18H33Cl14FN3OS | wB97M-V/def2-TZVPD

Last column: Mulliken charge in e.
Atoms and positions in Å:
F 3.80 3.12 -1.78  -0.32
C 3.68 3.26 -0.35  0.17
C 4.62 2.27 0.48  -0.74
C 4.00 0.76 0.63  -0.70
C 2.37 0.76 0.44  0.41
C 1.80 -0.53 1.19  -0.54
C 0.21 -0.56 1.38  -0.26
C -0.61 -0.75 -0.01  -0.54
C -0.79 0.73 -0.62  0.20
S -2.35 0.91 -1.67  -0.04
C -2.76 2.71 -1.44  0.43
N -4.01 3.38 -1.40  -0.34
N -3.63 4.68 -1.16  -0.30
C -2.22 4.80 -1.05  -0.04
O -1.61 3.50 -1.23  -0.12
C 1.88 2.16 1.03  -0.71
N 2.23 3.22 0.01  0.07
H 4.05 4.34 -0.13  0.35
H 4.71 2.73 1.54  0.33
H 5.66 2.18 0.02  0.36
H 4.15 0.49 1.74  0.29
H 4.52 0.04 -0.09  0.39
H 2.22 0.72 -0.71  0.41
H 2.30 -0.68 2.20  0.58
H 2.09 -1.44 0.53  -0.39
H -0.10 0.39 1.94  -0.27
H -0.08 -1.43 2.08  0.42
H 0.03 -1.39 -0.70  0.06
H -1.62 -1.28 0.17  0.48
H 0.15 1.08 -1.17  0.15
H -0.98 1.42 0.29  -0.13
H -1.54 5.68 -0.83  0.32
H 0.76 2.24 1.22  -0.13
H 2.38 2.35 2.06  0.26
H 1.72 3.02 -0.88  0.35
H 1.87 4.14 0.32  0.45
C 3.14 -4.56 0.64  -0.15
Cl 3.53 -3.62 2.09  -0.15
Cl 3.35 -3.59 -0.82  -0.18
H 3.80 -5.43 0.59  0.19
H 2.10 -4.89 0.71  0.26
C -2.38 1.60 4.10  -0.35
Cl -1.41 2.44 2.87  -0.14
Cl -1.70 0.01 4.47  -0.07
H -2.40 2.20 5.00  0.39
H -3.39 1.48 3.72  0.15
C -5.71 0.51 5.49  -0.24
Cl -5.12 -0.28 4.02  -0.13
Cl -4.37 1.06 6.51  -0.12
H -6.32 1.37 5.21  0.27
H -6.31 -0.20 6.06  0.31
C 5.06 -7.49 2.56  -0.25
Cl 4.73 -6.72 4.11  -0.13
Cl 3.59 -7.62 1.58  -0.14
H 5.80 -6.90 2.02  0.25
H 5.45 -8.49 2.74  0.32
C -3.73 3.47 -4.67  -0.13
Cl -3.87 1.76 -5.10  -0.14
Cl -3.98 4.51 -6.08  -0.17
H -4.49 3.71 -3.92  0.27
H -2.74 3.66 -4.26  0.13
C -4.48 -1.77 -5.56  0.14
Cl -2.82 -2.15 -6.04  -0.14
Cl -5.09 -2.95 -4.39  -0.16
H -4.50 -0.78 -5.11  -0.14
H -5.12 -1.79 -6.44  0.34
C 0.14 -3.51 -3.38  -0.38
Cl -0.92 -2.27 -2.69  -0.08
Cl 0.60 -4.71 -2.17  -0.12
H -0.39 -4.01 -4.19  0.32
H 1.04 -3.03 -3.76  0.26

Calculated values
- Energy above the lowest of the compared OMol25 structures with the same formula, charge and spin: 87.12 kcal per mole
- Total energy: -7885.48695 hartree
- Total charge: +1
- Lowest unoccupied orbital energy: -3.274 eV